{
  "formula": "C3H4N2O",
  "method": "ωB97M-V/def2-TZVPD",
  "species": ["O", "C", "N", "N", "C", "C", "H", "H", "H", "H"],
  "xyz": [[-1.61, 1.02, 1.23], [-0.73, 0.46, 0.37], [-0.02, 1.18, -0.48], [0.70, 0.26, -1.15], [0.46, -1.00, -0.74], [-0.48, -0.92, 0.26], [-1.65, 1.96, 1.02], [1.34, 0.57, -1.87], [0.96, -1.85, -1.18], [-0.92, -1.72, 0.84]],
  "nbo_charge": [-0.662, 0.425, -0.349, -0.341, -0.028, -0.398, 0.489, 0.408, 0.219, 0.237],
  "smiles": "Oc1cc[nH]n1",
  "homo_ev": -8.91,
  "de_lowest_kj_mol": 86.91,
  "orbital_gap_ev": 9.97,
  "e_lumo_ev": 1.1,
  "charge": 0,
  "largest_force_ev_per_a": 0.32,
  "spin_multiplicity": 1
}